[1]
ORCA calculation (wB97M-V/def2-TZVPD) on the ion C6H9N2O with charge +1.

Results
LUMO level, hartree: -0.22444
HOMO-LUMO gap, Ha: 0.285
Total charge: +1

Each line ends with the Mulliken charge.
Atoms and positions in Å:
O  0.38144  1.94549  1.10307  -0.488
N  -0.88500  -1.33663  1.40414  -0.518
N  -0.48490  -0.05596  1.63162  0.117
C  0.61581  0.29811  -0.66589  0.622
C  1.35180  -1.00967  -0.49336  -1.369
C  -0.27093  1.98151  -2.57387  -1.039
C  0.14556  0.80617  0.81223  0.383
C  0.16267  1.02438  -1.60043  0.427
C  -1.25663  -2.09747  2.33023  -0.271
H  -1.49124  -3.07993  1.88383  0.274
H  -0.98211  0.31071  2.42211  0.306
H  -1.44571  -1.63719  3.32297  0.258
H  1.21560  -1.75839  -1.28248  0.389
H  1.35287  -1.27140  0.52457  0.377
H  2.35814  -0.94213  -0.63265  0.450
H  -1.35911  1.90664  -2.76361  0.331
H  -0.05248  2.91997  -2.17294  0.402
H  0.64423  1.99579  -3.24956  0.348

Atomic forces in eV per Å
0.046 -0.501 -0.073
1.611 -0.395 -2.887
-1.057 -0.777 0.893
-0.563 -0.944 0.687
-0.841 -0.096 -1.396
0.569 -1.918 0.647
-0.285 1.692 -0.574
0.081 0.027 0.456
-0.799 0.783 -0.177
-0.165 0.286 1.375
0.460 1.204 0.555
0.127 -1.154 -0.099
-1.240 -0.095 0.668
-0.822 -1.118 0.867
3.224 1.491 -0.581
0.965 -0.124 -1.046
0.196 2.032 1.217
-1.509 -0.393 -0.532

---

[2]
ORCA calculation (wB97M-V/def2-TZVPD) on the ion C6H9N2O with charge +1.

Results
LUMO level, hartree: -0.13494
HOMO-LUMO gap, Ha: 0.297
Total charge: +1

Each line ends with the Mulliken charge.
Atoms and positions in Å:
O  -1.58990  -2.10540  -0.59594  -0.177
N  1.48974  0.29201  0.50832  0.282
N  -0.61787  0.64853  -0.68296  -0.089
C  1.40489  0.88617  1.84937  -0.307
C  -1.75687  0.37300  -1.18204  -0.115
C  -2.14904  -0.97348  -1.37737  -0.305
C  0.45737  0.05320  -0.54308  -0.451
C  -0.43629  -2.08420  -0.23207  -0.159
C  2.10194  1.57106  0.72954  -0.407
H  1.78075  0.31066  2.70053  0.298
H  -2.44959  1.18692  -1.28505  0.418
H  -3.25073  -0.98133  -1.16877  0.311
H  2.18288  -0.36883  0.49552  0.346
H  -0.27404  -3.00957  0.32714  0.308
H  1.54710  2.51183  0.46108  0.236
H  0.40288  1.32238  1.84119  0.254
H  -2.04088  -1.36325  -2.38278  0.292
H  3.19765  1.73031  0.53736  0.266

Atomic forces in eV per Å
-2.643 0.585 -0.553
-2.943 0.565 -0.830
-0.170 1.809 0.835
-1.118 0.513 0.135
0.854 1.282 1.178
-3.292 -1.520 -1.148
2.420 -2.472 -0.919
3.241 1.141 1.450
1.101 3.265 0.316
0.033 0.417 -0.444
-0.386 0.031 -0.258
0.865 -0.564 -0.166
1.839 -2.377 -0.654
0.494 -0.243 0.092
0.390 -1.466 -0.379
0.236 -0.259 1.191
0.249 0.154 -0.342
-1.168 -0.862 0.496

---

[3]
ORCA calculation (wB97M-V/def2-TZVPD) on a cluster of 2 separate species, C6H9N2O2 in total.

Results
LUMO level, hartree: 0.11036
HOMO-LUMO gap, Ha: 0.252
Total charge: -1

Each line ends with the Mulliken charge.
Atoms and positions in Å:
O  -1.27572  4.18525  1.89865  -0.702
O  0.06680  2.85435  3.16299  -0.707
N  0.70168  -2.17002  0.01234  -0.562
N  -1.21578  -0.98705  0.18561  -0.094
C  -0.03357  -1.48620  0.82119  -0.197
C  -1.27606  -1.69886  -1.02160  -0.539
C  0.53719  -3.05050  -2.26634  -1.002
C  -0.05992  -2.27466  -1.16855  0.662
C  0.84272  3.63288  1.01206  -0.813
C  -0.25385  3.52619  2.16654  0.527
H  1.83824  3.36883  1.37343  0.274
H  1.17876  -2.39338  -2.89784  0.210
H  1.25655  -3.79175  -1.87524  0.288
H  -0.19030  -3.58563  -2.87092  0.319
H  -1.97320  -1.64731  -1.85179  0.343
H  -1.89402  -0.43828  0.68522  0.189
H  0.72860  2.87617  0.22460  0.163
H  0.14038  -1.52931  1.88832  0.385
H  0.88149  4.60927  0.52131  0.256

Atomic forces in eV per Å
-0.596 -0.131 0.387
-0.274 -0.206 0.142
-0.833 -0.345 -0.865
1.552 -2.113 1.196
-1.586 0.830 -0.729
0.793 1.125 -0.501
1.170 -0.146 -0.772
0.823 -0.699 1.376
0.464 -0.669 0.148
1.090 0.571 -1.301
0.112 0.301 0.401
-0.614 -0.358 0.089
-0.482 0.229 0.076
-0.075 0.152 -0.210
-0.325 0.507 0.672
-0.256 -0.111 -0.259
-0.631 0.083 0.022
-0.116 1.012 -0.052
-0.216 -0.032 0.182

---

[4]
ORCA calculation (wB97M-V/def2-TZVPD) on a cluster of 2 separate species, C6H9N2OS in total.

Results
LUMO level, hartree: -0.10476
HOMO-LUMO gap, Ha: 0.373
Total charge: +1

Each line ends with the Mulliken charge.
Atoms and positions in Å:
S  1.33039  -1.36873  1.27784  -0.037
O  -0.75214  1.29309  -0.98634  -0.301
N  1.67050  1.06837  1.48866  0.005
N  -2.08831  0.03413  0.21227  -0.076
C  2.92295  0.54997  1.69420  -0.495
C  -1.83902  -0.80210  -0.95030  -0.389
C  0.68370  0.20778  1.26070  -0.044
C  -1.29043  1.08329  0.17914  -0.111
C  -1.06392  0.17897  -1.84644  -0.260
C  2.92777  -0.79351  1.61232  -0.249
H  -1.31128  1.88134  0.90202  0.486
H  3.76022  1.19522  1.88626  0.396
H  -0.12971  -0.23080  -2.23348  0.298
H  -1.65823  0.56538  -2.67837  0.312
H  1.50848  2.06638  1.51726  0.252
H  -2.77297  -1.15327  -1.39505  0.333
H  3.74108  -1.48037  1.71946  0.410
H  -2.56352  -0.31202  1.02952  0.258
H  -1.22798  -1.66845  -0.66766  0.211

Atomic forces in eV per Å
0.152 0.874 0.145
0.078 0.451 0.378
-0.189 -0.123 0.018
-0.117 0.416 -0.240
0.690 -0.554 0.075
0.091 -0.412 -0.235
-0.795 0.096 -0.332
-0.171 -0.665 0.326
-0.175 -0.512 -0.633
-0.171 -0.062 -0.058
0.037 -0.019 0.014
0.100 0.092 0.045
-0.113 0.078 0.134
0.082 -0.028 0.183
-0.001 -0.096 -0.009
0.168 0.103 0.042
0.328 0.008 0.077
0.109 0.211 0.134
-0.102 0.141 -0.062

---

[5]
ORCA calculation (wB97M-V/def2-TZVPD) on the ion C6H9N2S with charge +1.

Results
LUMO level (alpha / beta), hartree: -0.30570 / -0.31142
HOMO-LUMO gap (alpha / beta), Ha: 0.164 / 0.169
Total charge: +1

Each line ends with the Mulliken charge.
Atoms and positions in Å:
S  1.30900  3.02531  0.71932  0.222
N  0.20653  0.61481  0.07798  0.179
N  -0.04869  -0.68208  -1.59810  -0.043
C  -0.26186  0.52498  -1.13145  -0.152
C  -1.41061  2.36333  0.72681  -0.957
C  0.07619  1.70559  1.07118  -0.071
C  0.77901  -0.60959  0.48340  -0.413
C  0.51436  -1.46215  -0.54511  0.246
C  0.77345  -2.90637  -0.78195  -1.249
H  -0.06011  -3.40118  -0.34644  0.321
H  -2.09633  2.05082  1.50780  0.301
H  0.85033  -3.15381  -1.77105  0.423
H  -1.66668  2.03526  -0.27453  0.334
H  -0.59960  -0.97392  -2.40975  0.289
H  -1.36917  3.48142  0.96968  0.419
H  1.15014  -0.60026  1.47141  0.447
H  1.75785  -3.18083  -0.29269  0.317
H  0.09620  1.16869  2.12348  0.386

Atomic forces in eV per Å
-1.247 -1.637 0.278
1.708 -0.276 2.569
-0.091 -0.561 1.298
-1.568 2.588 -1.733
1.674 1.513 2.412
-1.340 -0.347 -0.570
-1.357 0.646 -1.315
0.907 -0.408 -1.260
1.517 1.065 3.178
-0.452 -1.067 0.469
-0.086 -0.670 -0.062
0.084 -0.409 -2.624
0.067 0.421 -0.189
0.802 -0.345 0.375
-0.046 -1.313 -1.176
0.580 -0.933 0.607
-1.339 0.046 -0.333
0.187 1.686 -1.923

---

[6]
ORCA calculation (wB97M-V/def2-TZVPD) on a cluster of 2 separate species, C6H9N3O in total.

Results
SMILES string: [H]/N=C1/C=CCCC1.N#[N+][O-]
LUMO level, hartree: 0.03341
HOMO-LUMO gap, Ha: 0.375

Each line ends with the Mulliken charge.
Atoms and positions in Å:
O  -0.33010  3.58766  2.30535  -0.527
N  -0.54936  2.58875  2.83358  0.897
N  -0.22570  2.34418  -1.87964  -0.815
N  -0.84689  1.62626  3.32527  -0.363
C  -1.43035  0.27409  0.83814  -0.599
C  -0.18610  1.48886  -0.96705  0.676
C  -1.37656  1.14683  -0.17158  -0.399
C  -0.38993  -0.76666  1.04112  -0.442
C  0.62204  -0.68783  -0.11784  -0.888
C  1.04219  0.71348  -0.58326  -0.356
H  -2.19796  1.80830  -0.65277  0.278
H  1.72755  0.65688  -1.54572  0.356
H  1.42298  -1.40031  0.07543  0.370
H  -0.94127  -1.65505  0.85217  0.276
H  -2.23244  0.25432  1.63687  0.459
H  -0.07285  -0.62974  2.08991  0.371
H  1.54265  1.40599  0.28991  0.170
H  0.16050  -1.15157  -1.05673  0.288
H  0.70072  2.52051  -2.33309  0.249

Atomic forces in eV per Å
0.785 2.102 -1.132
-1.199 -2.389 1.248
0.146 1.406 -1.186
0.486 0.392 0.055
-1.129 0.625 0.568
0.927 -2.020 0.611
-1.926 2.018 -1.597
0.245 1.805 -0.734
0.056 -0.949 -0.972
2.134 1.225 0.563
0.766 -1.077 1.855
-1.023 0.139 2.237
0.496 0.438 0.121
-0.267 -1.267 0.624
0.473 0.055 -1.559
0.553 -0.708 -0.525
-0.730 -1.912 -2.020
0.099 0.549 1.262
-0.892 -0.433 0.581

---

| no. | E (eV) | maximum force (eV/A) |
| --- | --- | --- |
| 1 | -11383.380 | 3.600 |
| 2 | -11380.859 | 3.804 |
| 3 | -13444.089 | 2.882 |
| 4 | -22222.882 | 0.899 |
| 5 | -20170.769 | 3.679 |
| 6 | -12882.203 | 3.214 |